# 1
The following is a quantum chemistry calculation of the ion C7H14N with charge +1, from the Open Molecules 2025 dataset.

XYZ file:
```
22
C7H14N | the Open Molecules 2025 dataset | ωB97M-V/def2-TZVPD
C -1.46 1.18 -1.69
C -1.69 0.44 -0.39
C -0.77 -0.75 -0.13
C 2.77 0.39 2.62
C 2.61 -0.63 1.81
C 1.31 -1.10 1.25
C 0.56 -0.35 0.46
N -2.24 0.48 -2.82
H -1.83 2.20 -1.66
H -0.42 1.14 -1.99
H -2.76 0.20 -0.31
H -1.51 1.15 0.39
H -0.66 -1.47 -0.94
H -1.34 -1.32 0.60
H 3.77 0.59 2.99
H 1.98 1.04 2.96
H 3.44 -1.18 1.38
H 1.02 -2.10 1.54
H 0.82 0.70 0.34
H -2.61 1.17 -3.47
H -2.99 -0.09 -2.42
H -1.65 -0.17 -3.32
```

Values from the calculation:
Kohn-Sham gap   8.34 eV
Total charge   +1
E_tot   -8968.028 eV
Relative energy (zero: lowest compared OMol25 entry of this formula, charge and spin)   24.2 kcal/mol
SMILES string   C=C/C=C/CCC[NH3+]
HOMO energy   -12.07 eV
Max |F|   1.12 eV Å⁻¹

Now the Löwdin charges, all in e:
1 C -0.12
2 C -0.20
3 C -0.20
4 C 0.02
5 C -0.18
6 C -0.10
7 C -0.12
8 N 0.20
9 H 0.13
10 H 0.13
11 H 0.12
12 H 0.12
13 H 0.11
14 H 0.12
15 H 0.06
16 H 0.07
17 H 0.10
18 H 0.12
19 H 0.11
20 H 0.17
21 H 0.16
22 H 0.17

=====

# 2
The following is a quantum chemistry calculation of a structure of composition C32H34I2KN9O8S, from the Open Molecules 2025 dataset.

XYZ file:
```
87
C32H34I2KN9O8S | the Open Molecules 2025 dataset | ωB97M-V/def2-TZVPD
K -0.22 -1.01 0.05
O 3.49 -0.71 2.51
C 2.61 -1.08 1.71
O 1.40 -0.74 1.73
C 3.08 -1.94 0.50
C 3.05 -1.11 -0.81
C 4.02 -1.73 -1.82
C 3.25 -3.00 -2.24
C 1.96 -2.86 -1.41
O 1.78 -1.43 -1.40
C 2.25 -3.19 0.06
C 0.99 -3.56 0.93
O 1.23 -4.15 1.99
O -0.12 -3.28 0.42
H 4.11 -2.21 0.73
H 3.13 -0.03 -0.67
H 5.00 -1.95 -1.37
H 4.17 -1.06 -2.66
H 3.78 -3.93 -2.01
H 3.02 -2.99 -3.30
H 1.07 -3.34 -1.80
H 2.90 -4.07 0.13
C -3.68 -3.74 1.03
C -3.35 -2.82 -0.11
N -3.42 -1.54 -0.21
N -3.93 -0.57 0.57
C -4.80 -0.48 1.61
N -4.74 0.71 2.22
S -5.98 -1.59 2.06
C -2.79 -3.46 -1.34
C -2.01 -4.62 -1.26
C -1.50 -5.16 -2.43
C -1.78 -4.54 -3.64
C -2.57 -3.40 -3.62
N -3.07 -2.88 -2.51
H -4.01 -3.20 1.90
H -2.79 -4.31 1.28
H -4.47 -4.44 0.73
H -3.63 0.34 0.18
H -3.89 1.31 2.16
H -5.38 0.83 2.99
H -1.74 -5.04 -0.31
H -0.86 -6.04 -2.39
H -1.39 -4.92 -4.58
H -2.81 -2.88 -4.54
N -2.30 2.38 1.73
H -2.34 3.38 1.54
H -2.06 1.92 0.85
H -1.55 2.22 2.40
I 1.44 1.27 7.97
C 0.91 1.25 5.97
C 1.40 0.41 4.98
N 0.78 0.77 3.85
N -0.07 1.78 4.04
C -0.01 2.08 5.33
H 2.13 -0.37 4.98
H 0.94 0.32 2.91
H -0.62 2.87 5.74
I -0.65 1.74 -7.78
C -1.14 1.59 -5.74
C -0.18 1.18 -4.84
C -0.51 1.09 -3.50
C -1.79 1.40 -3.06
C -2.74 1.80 -3.99
C -2.43 1.90 -5.33
C -2.16 1.28 -1.58
O -3.35 1.51 -1.28
O -1.22 0.98 -0.81
H 0.82 0.93 -5.18
H 0.22 0.76 -2.77
H -3.74 2.02 -3.63
H -3.17 2.22 -6.05
N 3.17 7.23 1.79
C 3.90 6.13 1.45
O 5.09 6.20 1.22
C 3.12 4.86 1.38
C 3.74 3.66 1.72
C 2.99 2.49 1.71
N 1.70 2.46 1.36
C 1.12 3.60 1.01
C 1.78 4.83 1.01
H 3.67 8.09 1.93
H 2.25 7.14 2.17
H 4.78 3.65 2.00
H 3.42 1.54 2.01
H 0.08 3.53 0.72
H 1.25 5.72 0.70
```

Values from the calculation:
Kohn-Sham gap   6.57 eV
Total charge   -2
E_tot   -106894.116 eV
Relative energy (zero: lowest compared OMol25 entry of this formula, charge and spin)   13.2 kcal/mol
HOMO energy   -3.41 eV
Max |F|   1.53 eV Å⁻¹

Now the Löwdin charges, all in e:
1 K 0.90
2 O -0.03
3 C -0.62
4 O -0.16
5 C -0.10
6 C -0.25
7 C -0.11
8 C -0.11
9 C -0.26
10 O -0.16
11 C -0.10
12 C -0.67
13 O -0.01
14 O -0.19
15 H 0.14
16 H 0.16
17 H 0.11
18 H 0.10
19 H 0.11
20 H 0.10
21 H 0.15
22 H 0.14
23 C -0.06
24 C -0.27
25 N 0.11
26 N 0.01
27 C -0.90
28 N 0.07
29 S 0.52
30 C -0.23
31 C -0.03
32 C -0.08
33 C -0.09
34 C -0.16
35 N 0.13
36 H 0.00
37 H 0.07
38 H 0.08
39 H 0.09
40 H 0.06
41 H 0.07
42 H 0.10
43 H 0.10
44 H 0.09
45 H 0.10
46 N 0.04
47 H 0.02
48 H -0.01
49 H -0.01
50 I 0.75
51 C -0.79
52 C -0.15
53 N 0.01
54 N 0.02
55 C -0.24
56 H 0.12
57 H 0.10
58 H 0.09
59 I 0.77
60 C -0.74
61 C -0.15
62 C -0.01
63 C -0.11
64 C -0.02
65 C -0.17
66 C -0.64
67 O -0.03
68 O -0.19
69 H 0.09
70 H 0.11
71 H 0.11
72 H 0.08
73 N 0.16
74 C -0.50
75 O 0.05
76 C -0.16
77 C 0.01
78 C -0.10
79 N 0.10
80 C -0.12
81 C -0.03
82 H 0.10
83 H 0.09
84 H 0.12
85 H 0.10
86 H 0.09
87 H 0.10

=====

# 3
The following is a quantum chemistry calculation of a cluster of 15 separate species, C58H154F6N15O18S2 in total, from the Open Molecules 2025 dataset.

XYZ file:
```
253
C58H154F6N15O18S2 | the Open Molecules 2025 dataset | ωB97M-V/def2-TZVPD
C 0.54 -1.85 1.26
F 0.86 -1.54 -0.01
F -0.38 -2.80 1.19
F 1.61 -2.26 1.92
S -0.12 -0.23 2.00
O -0.68 -0.59 3.29
O 1.01 0.70 2.12
N -1.38 0.18 0.83
S -0.80 1.45 0.19
O -0.78 2.69 0.99
O 0.45 1.21 -0.52
C -2.06 1.71 -1.25
F -3.28 2.00 -0.78
F -1.64 2.80 -1.87
F -2.00 0.68 -2.12
C 2.10 -6.40 -0.22
C 0.78 -5.72 -0.37
C 0.06 -6.00 -1.70
O 0.89 -5.50 -2.83
C 0.21 -5.70 -4.11
N -0.06 -6.00 0.78
H 2.88 -6.24 -0.96
H 1.95 -7.48 -0.11
H 2.48 -6.13 0.77
H 1.03 -4.66 -0.30
H -0.95 -5.60 -1.67
H -0.06 -7.08 -1.78
H 0.76 -5.24 -4.94
H -0.79 -5.28 -4.11
H 0.20 -6.75 -4.40
H -0.77 -5.30 0.91
H 0.46 -5.86 1.64
C -7.16 1.69 -1.57
C -6.86 0.55 -0.57
C -7.85 -0.60 -0.43
O -7.45 -1.48 0.62
C -8.44 -2.47 0.96
N -5.62 -0.08 -1.13
H -6.35 2.41 -1.71
H -8.05 2.28 -1.35
H -7.49 1.29 -2.52
H -6.83 0.91 0.46
H -7.87 -1.12 -1.39
H -8.82 -0.11 -0.33
H -8.04 -3.19 1.68
H -8.67 -3.08 0.08
H -9.40 -2.15 1.36
H -5.99 -0.37 -2.02
H -5.06 0.73 -1.33
C 0.57 4.37 3.39
C 1.87 3.63 3.02
C 3.04 4.56 3.18
O 2.94 5.64 2.23
C 4.02 6.54 2.43
N 1.97 2.50 3.95
H 0.64 4.93 4.32
H -0.19 3.64 3.67
H 0.23 4.97 2.55
H 1.82 3.19 2.03
H 3.97 3.99 3.13
H 3.01 4.90 4.21
H 4.10 7.34 1.70
H 4.97 6.01 2.41
H 3.91 7.04 3.39
H 1.59 1.70 3.48
H 2.96 2.29 3.91
C -0.51 6.18 0.23
C 0.70 5.89 -0.77
C 1.69 7.10 -1.02
O 0.95 8.16 -1.57
C 1.69 9.41 -1.53
N 1.40 4.76 -0.09
H -1.14 5.32 0.47
H -1.22 6.92 -0.14
H -0.25 6.68 1.17
H 0.28 5.61 -1.74
H 2.46 6.70 -1.68
H 2.20 7.40 -0.11
H 2.26 9.50 -2.46
H 2.37 9.43 -0.68
H 0.98 10.20 -1.30
H 1.98 5.08 0.67
H 0.79 4.09 0.34
C 3.97 -0.86 3.71
C 4.96 0.08 4.50
C 6.42 -0.26 4.36
O 6.76 -1.45 5.06
C 8.12 -1.93 4.81
N 4.64 1.31 3.92
H 2.95 -0.79 4.10
H 4.33 -1.88 3.76
H 3.98 -0.64 2.64
H 4.61 0.04 5.53
H 7.02 0.60 4.65
H 6.60 -0.44 3.30
H 8.73 -1.17 5.29
H 8.44 -1.96 3.77
H 8.28 -2.92 5.24
H 5.04 1.51 3.02
H 5.01 2.02 4.54
C -1.59 -2.56 -2.08
C -3.00 -2.41 -1.59
C -3.91 -3.68 -1.71
O -5.24 -3.50 -1.23
C -6.07 -4.67 -1.38
N -2.83 -2.16 -0.17
H -1.02 -1.63 -1.99
H -1.61 -2.76 -3.15
H -0.98 -3.24 -1.47
H -3.53 -1.60 -2.08
H -3.42 -4.48 -1.15
H -3.84 -3.95 -2.77
H -5.63 -5.63 -1.12
H -6.47 -4.66 -2.39
H -6.92 -4.47 -0.74
H -2.27 -2.88 0.25
H -2.33 -1.30 0.00
C 7.80 -5.86 -2.25
C 6.34 -5.38 -2.38
C 5.85 -4.46 -1.22
O 4.43 -4.26 -1.36
C 3.86 -3.38 -0.38
N 6.35 -4.65 -3.62
H 7.94 -6.58 -1.45
H 8.44 -5.03 -1.93
H 8.21 -6.26 -3.18
H 5.72 -6.27 -2.50
H 6.24 -3.44 -1.27
H 6.05 -4.83 -0.22
H 2.91 -2.97 -0.70
H 4.45 -2.47 -0.27
H 3.70 -3.87 0.58
H 6.79 -3.75 -3.56
H 5.44 -4.22 -3.74
C 1.22 -3.26 5.05
C 0.70 -4.34 4.24
C 1.76 -5.39 4.18
O 1.36 -6.38 3.21
C 2.17 -7.53 3.18
N -0.62 -4.77 4.71
H 2.18 -2.89 4.69
H 1.32 -3.48 6.11
H 0.59 -2.38 4.91
H 0.64 -3.93 3.23
H 1.90 -5.90 5.14
H 2.71 -4.90 3.94
H 3.11 -7.35 2.66
H 1.77 -8.29 2.51
H 2.45 -8.00 4.12
H -0.72 -5.71 4.35
H -0.41 -4.87 5.69
C -3.86 -3.43 5.86
C -3.21 -2.12 5.41
C -2.12 -1.56 6.36
O -2.60 -1.00 7.54
C -3.24 0.27 7.44
N -2.62 -2.35 4.11
H -3.16 -4.26 5.77
H -4.82 -3.57 5.36
H -4.13 -3.37 6.91
H -3.90 -1.28 5.31
H -1.52 -0.85 5.79
H -1.39 -2.34 6.60
H -2.83 0.94 6.69
H -3.22 0.83 8.38
H -4.28 0.09 7.20
H -1.96 -1.62 3.88
H -2.04 -3.18 4.09
C -6.05 6.84 -6.73
C -6.46 6.55 -5.26
C -5.29 6.05 -4.45
O -4.87 4.73 -4.78
C -3.63 4.37 -4.20
N -7.05 7.74 -4.73
H -6.96 7.11 -7.28
H -5.61 5.93 -7.14
H -5.27 7.58 -6.91
H -7.13 5.69 -5.23
H -5.60 6.10 -3.40
H -4.45 6.75 -4.46
H -3.67 3.34 -3.84
H -3.34 4.97 -3.34
H -2.79 4.36 -4.89
H -7.51 7.55 -3.84
H -7.85 8.05 -5.26
C -5.94 0.60 3.15
C -4.63 1.04 2.38
C -3.57 1.78 3.25
O -4.16 2.82 3.95
C -3.30 3.86 4.35
N -3.98 -0.18 1.94
H -5.73 0.04 4.06
H -6.70 0.11 2.55
H -6.43 1.48 3.55
H -4.76 1.69 1.52
H -2.78 2.14 2.59
H -3.10 1.03 3.90
H -2.54 3.55 5.06
H -3.93 4.57 4.90
H -2.95 4.47 3.51
H -3.14 0.10 1.45
H -3.62 -0.74 2.70
C 4.28 0.37 -0.04
C 4.05 1.85 0.29
C 5.42 2.66 0.52
O 6.10 2.17 1.70
C 7.28 2.94 2.05
N 3.31 2.42 -0.84
H 4.80 0.16 -0.98
H 3.34 -0.17 -0.11
H 4.92 0.00 0.77
H 3.41 1.98 1.16
H 5.28 3.74 0.61
H 6.10 2.58 -0.33
H 8.08 2.80 1.33
H 7.67 2.57 2.99
H 6.99 3.98 2.25
H 2.89 3.30 -0.56
H 2.52 1.83 -1.07
C -1.39 2.97 -7.97
C -2.13 1.72 -8.32
C -2.39 0.85 -7.13
O -1.21 0.61 -6.41
C -1.40 -0.29 -5.38
N -3.37 2.05 -9.00
H -1.37 3.68 -8.80
H -0.43 2.84 -7.47
H -1.96 3.55 -7.24
H -1.61 1.14 -9.08
H -2.85 -0.08 -7.44
H -3.11 1.35 -6.47
H -1.86 -1.22 -5.71
H -2.05 0.06 -4.58
H -0.44 -0.49 -4.90
H -3.74 1.14 -9.21
H -4.01 2.49 -8.35
C 2.21 -1.43 -3.32
C 3.29 -2.18 -4.18
C 4.67 -1.51 -3.95
O 4.63 -0.18 -4.44
C 5.93 0.45 -4.30
N 3.40 -3.56 -3.84
H 1.78 -0.60 -3.88
H 2.52 -1.03 -2.36
H 1.29 -1.97 -3.12
H 3.04 -2.05 -5.24
H 5.46 -2.22 -4.21
H 4.94 -1.44 -2.90
H 5.93 1.44 -4.75
H 6.59 -0.16 -4.91
H 6.28 0.54 -3.27
H 3.74 -3.72 -2.91
H 2.46 -3.92 -3.74
```

Values from the calculation:
Kohn-Sham gap   7.19 eV
Total charge   -1
E_tot   -159814.358 eV
HOMO energy   -5.39 eV
Max |F|   5.12 eV Å⁻¹

Atomic partial charges in e from the Löwdin method, atoms 1 to 99:
1 C -0.64
2 F 0.10
3 F 0.14
4 F 0.16
5 S 0.77
6 O -0.31
7 O -0.31
8 N -0.29
9 S 0.57
10 O -0.31
11 O -0.32
12 C -0.62
13 F 0.13
14 F 0.14
15 F 0.12
16 C -0.05
17 C -0.45
18 C -0.14
19 O -0.21
20 C -0.09
21 N 0.07
22 H 0.08
23 H 0.08
24 H 0.06
25 H 0.11
26 H 0.10
27 H 0.12
28 H 0.08
29 H 0.07
30 H 0.08
31 H 0.06
32 H 0.03
33 C -0.06
34 C -0.38
35 C -0.22
36 O -0.16
37 C -0.10
38 N 0.07
39 H 0.07
40 H 0.06
41 H 0.07
42 H 0.12
43 H 0.12
44 H 0.12
45 H 0.09
46 H 0.07
47 H 0.08
48 H 0.06
49 H 0.03
50 C -0.05
51 C -0.43
52 C -0.19
53 O -0.20
54 C -0.10
55 N 0.06
56 H 0.08
57 H 0.06
58 H 0.05
59 H 0.10
60 H 0.11
61 H 0.13
62 H 0.08
63 H 0.07
64 H 0.09
65 H 0.02
66 H 0.00
67 C -0.06
68 C -0.30
69 C -0.21
70 O -0.19
71 C -0.08
72 N 0.04
73 H 0.06
74 H 0.05
75 H 0.06
76 H 0.12
77 H 0.12
78 H 0.10
79 H 0.09
80 H 0.07
81 H 0.08
82 H 0.03
83 H 0.02
84 C -0.04
85 C -0.42
86 C -0.21
87 O -0.19
88 C -0.08
89 N 0.03
90 H 0.07
91 H 0.07
92 H 0.06
93 H 0.15
94 H 0.12
95 H 0.12
96 H 0.08
97 H 0.08
98 H 0.08
99 H 0.05

=====

# 4
The following is a quantum chemistry calculation of a cluster of 2 separate species, C2H7N4O in total, from the Open Molecules 2025 dataset.

XYZ file:
```
14
C2H7N4O | the Open Molecules 2025 dataset | ωB97M-V/def2-TZVPD
C 1.41 0.06 -1.49
C 0.25 -0.70 0.25
N 1.69 0.97 0.89
N 0.43 0.46 0.83
N -1.08 -1.06 0.06
N -2.05 -0.03 0.29
O 2.03 0.92 -1.07
H 1.21 -0.63 -2.23
H 1.11 -1.34 0.34
H 1.72 1.95 1.13
H -1.41 -2.02 -0.16
H -2.76 -0.29 0.83
H -0.40 1.00 0.85
H -2.15 0.69 -0.53
```

Values from the calculation:
Kohn-Sham gap   8.22 eV
Total charge   +1
E_tot   -10182.546 eV
Relative energy (zero: lowest compared OMol25 entry of this formula, charge and spin)   155.6 kcal/mol
HOMO energy   -12.69 eV
Max |F|   7.30 eV Å⁻¹

Now the Löwdin charges, all in e:
1 C 0.08
2 C -0.18
3 N 0.13
4 N -0.03
5 N -0.06
6 N 0.03
7 O 0.14
8 H 0.12
9 H 0.15
10 H 0.10
11 H 0.17
12 H 0.04
13 H 0.13
14 H 0.17